DFT (wB97M-V/def2-TZVPD) results for a structure of composition C24H50AsBF6Mg2NO21 in a non-equilibrium geometry.

Atoms and positions in Å:
As -1.14461 -1.07033 4.10651
Mg 2.56673 0.73089 -0.07312
Mg -3.08319 0.76606 1.99867
F -2.53114 -1.66069 5.02681
F -0.22601 -2.33607 4.88993
F -1.60982 -2.12997 2.69603
F 0.27960 -0.46076 3.13785
F -0.53172 0.03855 5.41689
F -2.09657 0.26998 3.49966
O -3.97482 -0.98202 1.80530
O 1.93543 0.25578 -4.18116
O 0.58779 0.62320 0.25911
O 1.30290 2.21071 -5.10980
O 3.03718 -1.06075 0.09689
O -1.44061 0.60448 0.84842
O -3.95142 1.58103 0.46266
O -0.08341 -4.38503 -1.55276
O 2.86075 2.69817 -0.11559
O 1.00409 0.20693 -6.49117
O -4.65521 1.11158 3.33624
O 1.16053 -0.50214 -8.63818
O 1.02443 3.40491 -3.20958
O 2.08996 0.87474 -1.97820
O 0.58689 -5.08264 -4.37562
O 2.73145 0.81247 1.88770
O 4.06091 0.41374 -8.18774
O -2.62670 2.64160 2.30663
O 3.19872 1.04343 -6.17314
O -0.83220 -0.60621 -0.76371
O 4.67893 0.80615 -0.15532
N -0.54516 0.13544 0.16185
C 1.27604 -5.97145 -3.45903
C -0.70110 -3.68564 -2.67202
C 1.87212 3.70499 -0.25276
C -1.39881 2.95754 2.96629
C -2.98257 3.57598 1.33049
C 3.30497 -0.38095 2.45470
C 0.32633 -3.78114 -3.86946
C 2.79686 -2.09345 -0.83354
C 2.77374 -1.53858 1.51171
C 1.92828 1.14241 -3.18556
C 4.19600 3.10789 -0.46912
C -5.52991 0.02033 3.39862
C -3.79835 -2.20633 1.05485
C -0.95482 -4.61765 -0.52920
C 5.17038 2.13085 0.03390
C 1.64911 -0.00187 -7.62179
C -4.85949 2.08933 4.38567
C -4.19447 2.97347 0.57849
C 3.15071 0.50753 -7.38283
C -5.43931 -0.87988 2.16164
C -4.79014 1.01597 -0.60510
C 2.72301 1.88640 2.86939
C 5.90230 -0.12379 -0.17413
C 1.54469 2.47501 -3.84041
B 1.87685 0.91098 -5.45936
H 1.95653 4.24717 -1.19458
H 2.45809 2.86347 2.46535
H 4.33604 4.11335 -0.07219
H -6.50563 0.50613 3.39082
H 2.34224 -1.82071 -1.78592
H -5.16572 3.26085 0.98123
H 0.68404 -6.29828 -2.60415
H -0.53686 2.73002 2.33909
H 6.80157 0.13507 -0.73308
H 3.72079 -2.44775 -1.29064
H 1.30151 -3.33755 -3.66860
H 2.14201 -5.43581 -3.07008
H -2.79222 -2.21085 0.63559
H 1.71769 -1.65355 1.75597
H -1.17789 2.58502 3.96655
H -6.01623 -0.35557 1.39984
H 3.74307 2.05325 3.21540
H -5.84700 1.15048 -0.37473
H -5.86516 -1.87318 2.30352
H 1.59971 -6.83224 -4.04417
H 6.10623 2.29155 -0.50132
H -4.27670 3.00518 4.28733
H 6.35802 -0.04120 0.81258
H -0.87051 -2.61640 -2.54501
H -4.54604 -2.42348 0.29202
H -4.59927 1.41966 -1.59944
H -3.81708 -2.94365 1.85743
H 2.05443 1.73903 3.71755
H -1.38814 -3.67085 -0.20690
H 5.60124 -1.14963 -0.38652
H 4.31005 3.28154 -1.53914
H -3.26889 4.52839 1.77664
H 2.04666 4.60273 0.34027
H -4.23807 3.47112 -0.39029
H 5.52417 2.38949 1.03192
H -1.25842 4.01588 3.18607
H 4.38297 -0.27949 2.32933
H -4.57480 1.53304 5.27875
H -0.29643 -4.90220 0.29157
H -1.81123 -5.27481 -0.68015
H 3.28312 -2.45622 1.80596
H 0.88614 3.26919 -0.09142
H -1.55472 -4.19683 -3.11710
H -5.87255 2.47973 4.48273
H 3.01686 -0.61156 3.48034
H -5.23642 -0.54802 4.28120
H -2.23875 3.79426 0.56422
H -0.01836 -3.19324 -4.72015
H 2.34856 -3.01761 -0.46878
H -4.56479 -0.04608 -0.50843

Atomic forces in eV per Å
As 2.688 -1.957 1.877
Mg -0.802 1.149 -0.841
Mg 0.253 -0.626 -0.444
F 0.634 1.083 -1.005
F -0.229 0.655 -1.157
F 0.671 1.625 1.688
F -1.645 -0.769 0.732
F -1.291 -0.959 -1.602
F 0.166 0.011 0.595
O -3.183 -0.219 -0.620
O 0.791 -0.283 2.989
O 0.725 0.193 0.951
O 1.036 1.161 0.531
O -0.813 -3.188 2.497
O -1.150 0.599 2.004
O -1.959 0.999 -2.094
O -0.495 1.085 -2.558
O 0.631 0.557 0.184
O 0.297 0.626 1.798
O 0.755 1.704 -1.294
O 1.584 1.417 2.741
O 2.119 -1.585 -1.133
O -0.176 0.503 -3.228
O -0.466 -0.567 0.891
O -0.247 0.761 2.620
O -1.662 0.299 1.779
O 1.188 0.660 1.411
O -0.605 -0.094 1.146
O 0.386 -0.957 0.324
O 3.358 -0.388 -0.590
N -0.185 0.248 -3.113
C -0.121 0.664 -0.694
C 2.644 -1.079 -1.987
C 0.047 1.426 -0.664
C 1.843 1.332 0.252
C -1.650 0.400 -1.155
C -0.371 -1.206 -2.260
C 0.160 -0.264 0.265
C 0.844 -1.706 -2.144
C 0.869 1.960 0.944
C 0.759 -1.933 0.308
C -1.306 1.527 -0.537
C -0.412 -0.641 0.394
C 1.107 -0.545 0.979
C -0.173 0.962 1.957
C 1.409 0.151 0.124
C -0.214 -1.012 -2.378
C 0.196 -0.678 0.626
C 0.730 1.404 0.000
C 0.461 -0.734 -2.325
C 1.491 1.368 0.273
C 0.346 -0.846 1.151
C 0.476 0.518 -0.203
C -0.880 0.334 1.334
C -4.007 1.502 0.791
B -0.274 -0.156 -3.544
H -0.365 -1.031 -0.760
H -0.282 -0.398 -0.767
H 0.334 -0.043 0.483
H -0.533 -0.859 0.592
H -0.992 0.838 0.628
H -0.111 -0.690 0.748
H -0.186 0.062 -0.265
H -0.170 -0.495 -0.246
H -0.877 0.727 -1.231
H 0.821 0.023 0.637
H 0.180 0.252 0.764
H 0.273 -0.072 0.108
H -0.229 0.210 -0.082
H -0.165 0.066 -0.765
H -1.021 -1.125 -0.231
H 0.414 -0.306 -0.628
H 0.118 -0.344 0.262
H -0.009 0.244 0.152
H 0.217 0.101 0.277
H -0.038 0.138 -0.015
H -0.049 -0.167 -0.588
H 0.574 -0.587 -0.506
H -0.578 -0.362 0.531
H -0.234 -0.028 0.747
H -0.165 0.508 0.083
H 0.483 0.065 0.258
H -0.065 -0.551 -0.497
H 0.000 -0.714 -0.148
H -0.251 0.360 0.175
H -0.276 0.402 0.025
H -0.478 -0.523 -0.347
H 0.028 0.043 0.178
H 0.163 -0.484 1.396
H 0.325 -0.317 -0.390
H -0.683 -0.672 0.748
H -0.816 0.499 -0.516
H 0.141 -0.152 0.366
H -0.101 0.537 0.416
H -0.504 -0.608 0.274
H 0.289 -0.567 -0.408
H 0.279 -0.058 -0.773
H 0.240 0.068 -0.135
H -0.487 -0.150 0.765
H -0.392 -0.662 -0.351
H -0.170 0.385 -0.050
H -0.642 -0.094 0.305
H 0.658 -0.418 0.360
H -0.477 -0.111 0.013
H -0.474 0.513 0.474
H -0.067 0.063 -0.650

## Properties
electronic energy = -158894.6701 eV
ΔE to the lowest compared entry with this formula, charge and spin = 0.0000 eV
charge = +1
LUMO energy = -2.53 eV
HOMO-LUMO gap = 8.06 eV

Results of the Löwdin charge analysis, in e, for atoms 1 through 2:
1. As 0.95
2. Mg 0.56